Entry 1:
206
Properties=species:S:1:pos:R:3:mulliken_charge:R:1 method="wB97M-V/def2-TZVPD" de_lowest_kcal_mol=0.0 gap_ev=8.95
O 3.58 6.10 1.68 -0.3458
O -0.71 -3.51 4.51 -0.3500
O -4.15 -7.65 0.04 -0.4114
O -0.11 -0.94 -0.45 0.8144
O 8.59 7.06 0.17 -0.3336
O -5.52 -4.95 2.24 -0.5367
O 0.22 1.43 1.44 0.0460
O -0.34 -3.72 -1.56 -0.3852
O 7.11 3.74 0.33 -0.2660
O 0.63 -8.69 -2.28 -0.4835
O -7.15 1.99 -1.42 -0.2429
O 3.36 5.55 3.85 -0.5333
O -3.93 -7.64 -2.17 -0.3864
O 3.30 1.47 -4.79 -0.3898
O 6.17 -2.76 -1.26 -0.3219
O 0.14 4.49 -2.25 -0.4920
O 0.36 3.40 6.15 -0.4765
O 6.79 -4.83 -0.92 -0.3866
O -2.77 6.63 4.24 -0.3496
O -1.74 4.63 -3.51 -0.4199
O 3.25 2.40 -2.77 0.3140
O -9.14 4.94 -2.06 -0.3096
O 6.04 1.22 1.06 -0.4634
O -4.92 -0.59 -2.31 -0.3729
O 1.57 5.84 2.52 -0.2115
O 6.97 -4.07 -3.00 -0.5430
O -4.94 -9.37 -1.18 -0.5773
O -0.81 -9.57 -5.17 -0.3799
O -0.53 2.82 -3.55 -0.1452
O -0.09 -2.66 6.43 -0.3604
O 2.84 0.21 -3.02 -0.5228
O -2.01 -3.82 6.27 -0.5742
O -5.36 -3.46 3.96 -0.4018
O -4.15 -3.18 2.21 -0.0868
O 2.68 -6.85 -3.06 -0.4203
O -2.73 3.99 5.76 -0.4735
C 0.85 -2.16 5.47 -0.2234
C 3.89 3.41 -3.58 -0.3344
C 1.88 -6.61 -1.90 -0.0095
C -2.43 1.30 -3.78 -1.6193
C -4.86 -2.14 4.10 -0.4004
C -1.68 2.49 -4.37 0.6579
C -6.65 0.98 -2.25 -0.4796
C -0.64 4.01 -3.04 0.5077
C -4.40 -8.32 -1.08 0.5860
C -1.48 -2.97 -1.94 -0.7036
C -0.40 1.32 0.17 -0.6439
C 6.11 3.14 -0.47 0.2546
C 3.87 2.75 -4.99 0.5095
C 3.83 -6.06 -3.17 -0.7878
C 5.29 2.25 0.45 0.1554
C 6.58 -4.27 0.39 -0.5414
C -2.19 -9.25 -5.16 -0.3830
C -0.99 -3.40 5.78 0.7166
C 5.22 0.62 2.03 -0.4489
C -2.55 -5.91 0.69 -1.2462
C -5.71 0.12 -1.37 -0.4096
C -3.33 -6.41 -1.74 0.5226
C 1.17 3.89 5.07 -0.7966
C -8.62 3.95 -1.21 -0.3051
C -2.53 3.75 -4.31 -0.4974
C 0.10 0.39 -0.89 0.5531
C 7.59 4.97 -0.21 -0.5860
C 3.15 3.63 -6.00 -1.4067
C -0.33 -1.80 3.09 -0.2893
C 6.69 -3.89 -1.86 0.5868
C -3.68 -2.18 3.10 1.6275
C -0.28 -10.14 -4.00 -0.6586
C 0.96 -1.89 -0.53 -0.4129
C 1.35 6.48 1.26 -0.4625
C -2.79 6.49 5.65 -0.6012
C -7.81 3.03 -2.13 -0.5662
C -2.10 5.22 6.11 -0.0214
C 3.01 1.29 -3.52 0.2444
C -0.65 2.50 5.84 -0.4054
C 2.86 5.86 2.82 0.5849
C 2.75 6.48 0.59 0.3479
C 0.44 -2.70 4.04 0.3660
C -5.07 -3.98 2.76 0.4029
C 1.59 1.78 1.46 -0.0708
C 4.21 -3.56 -0.18 -0.7149
C 0.42 -3.29 -0.44 0.1376
C 5.67 -3.14 -0.01 0.6015
C -3.70 -6.30 -0.25 0.4396
C -3.63 -0.85 2.33 -0.8820
C 2.81 5.43 -0.52 -0.7139
C -0.58 -9.36 -2.66 0.8184
C -1.89 3.03 5.11 -0.2756
C 9.29 8.00 0.96 -0.7934
C 8.53 5.75 0.70 -0.3876
C -9.77 5.99 -1.35 -0.7289
C -4.53 -1.88 -1.80 -0.2442
C -3.69 5.85 3.54 -0.5666
C 0.53 -7.30 -2.01 0.2085
H -5.43 -2.50 -1.75 0.3728
H -3.31 1.02 -4.36 0.5483
H -3.85 -5.61 -2.27 0.1904
H 1.89 -2.39 5.72 0.3226
H -5.65 -1.40 4.02 0.2412
H -2.27 7.37 6.03 0.3558
H 7.62 -4.17 0.72 0.3081
H -0.75 -11.12 -3.83 0.2871
H -4.48 -2.03 5.12 0.3692
H 8.65 8.79 1.37 0.3094
H 0.36 -1.30 2.40 0.1079
H 1.28 -3.97 -0.47 0.0551
H 6.36 2.50 -1.33 0.5184
H 8.14 4.60 -1.09 0.2649
H -0.39 0.57 -1.85 -0.8722
H 1.01 -3.48 3.53 0.2632
H 9.50 7.48 1.91 0.3089
H -6.00 1.29 -3.07 0.2951
H -1.76 -6.66 0.55 0.4168
H -4.72 5.99 3.89 0.2993
H 3.63 -3.53 0.74 0.3946
H -7.98 4.40 -0.45 0.3300
H -4.56 -0.57 1.85 0.6539
H -2.49 -8.74 -6.08 0.2786
H -1.76 0.45 -3.78 0.2472
H 0.01 -7.13 -1.07 -0.0856
H 2.09 5.69 -1.28 0.3524
H -1.30 -8.57 -2.88 -0.7703
H -1.41 3.62 4.31 0.2124
H 4.79 1.27 2.80 0.3440
H 4.06 -4.54 -0.64 0.0082
H -10.65 5.58 -0.85 0.3008
H -0.19 -3.46 0.45 -0.3165
H -4.11 -1.72 -0.81 0.0865
H -3.84 6.47 5.99 0.3419
H -0.93 2.04 6.79 0.4414
H 0.80 -10.16 -4.11 0.4008
H 6.20 -5.03 1.07 0.2592
H -7.45 0.33 -2.61 0.2829
H 1.44 -1.80 -1.51 0.4055
H -0.01 -6.81 -2.82 0.3817
H 3.67 4.56 -6.21 0.3966
H 2.09 1.66 2.42 0.2435
H -9.09 6.52 -0.68 0.2916
H -0.63 2.33 -0.21 0.2415
H -2.46 2.23 4.65 0.3397
H 1.63 -1.55 0.26 0.2210
H 5.02 2.94 1.26 0.2439
H -10.19 6.72 -2.04 0.2574
H 1.72 2.81 1.11 0.1691
H -2.23 -2.93 -1.15 0.2005
H -6.29 -0.49 -0.67 0.4066
H 10.28 8.32 0.65 0.3004
H -2.29 -6.40 -2.07 -0.3221
H 0.65 4.16 4.15 0.3258
H 5.47 3.92 -0.91 -0.5489
H 5.92 -0.09 2.47 0.3614
H -1.99 -3.48 -2.76 0.4983
H 2.15 1.19 0.72 -0.1806
H -3.73 6.32 2.55 0.2518
H 1.19 0.46 -1.02 -0.1976
H -3.79 -2.19 -2.54 0.1494
H 4.88 3.55 -3.17 0.2354
H -3.50 3.64 -3.83 0.1953
H 1.76 3.04 4.71 0.4852
H 2.93 3.05 -6.90 0.3794
H 0.68 5.86 0.66 0.2025
H 3.59 -5.00 -3.32 0.2689
H -3.44 4.79 3.51 0.1533
H -9.44 3.32 -0.86 0.2651
H -0.92 -2.31 2.33 -0.5501
H -2.86 1.49 -2.80 0.3917
H 1.75 -5.53 -1.94 -0.2759
H 3.72 -2.80 -0.78 0.1348
H 2.69 4.41 -0.16 -0.0607
H -1.45 1.08 0.41 0.0274
H 2.94 7.48 0.19 0.3098
H 4.90 2.60 -5.32 0.2711
H -0.93 -1.08 3.66 0.5563
H -1.39 2.28 -5.39 0.3088
H 0.78 -1.07 5.46 0.1022
H -2.80 -10.16 -5.28 0.2828
H -1.23 -1.98 -2.30 0.0573
H 8.15 5.69 1.73 0.3899
H 1.69 4.77 5.43 0.2862
H -3.27 -0.04 2.97 -0.0456
H 4.50 -6.03 -2.31 0.2793
H 6.78 5.58 -0.61 0.2593
H 3.24 4.28 -3.58 0.1517
H -2.79 -2.48 3.64 -0.8817
H -0.79 -9.91 -1.75 0.3740
H -1.03 5.19 5.90 -0.0397
H -5.11 0.75 -0.70 0.1597
H -2.82 -0.79 1.60 -0.2177
H -2.80 -5.98 1.74 0.4375
H -2.04 5.19 7.21 0.3609
H 9.50 5.26 0.63 0.2848
H 4.35 0.08 1.62 -0.0688
H 4.36 1.97 -0.04 -0.0478
H -7.09 3.54 -2.78 0.2620
H -2.17 -5.00 0.22 -0.0784
H -2.70 4.29 -5.24 0.3279
H 4.38 -6.33 -4.06 0.3707
H 3.79 5.42 -1.01 0.1592
H 5.69 -2.30 0.69 0.1563
H -0.26 1.65 5.27 0.1706
H -2.48 -8.61 -4.33 0.0268
H 2.51 -6.93 -1.06 0.4143
H -4.64 -5.79 -0.04 0.3014
H 0.91 7.48 1.21 0.3286
H 2.18 3.98 -5.63 0.2407
H -8.48 2.64 -2.90 0.3047

---

Entry 2:
55
Properties=species:S:1:pos:R:3:mulliken_charge:R:1 method="wB97M-V/def2-TZVPD" s_squared=6.02 spin_multiplicity=5 gap_ev="6.52 / 5.42" total_charge=+3
I 0.32 2.02 -2.38 0.0595
I 0.10 0.73 -5.32 0.5652
Ru 0.18 -0.34 -1.28 -0.2929
Cl 0.14 -2.33 -2.61 -0.2620
P 2.46 -0.38 -1.53 0.9244
P 0.26 0.30 0.88 1.3575
P -2.09 -0.35 -1.51 1.1141
O -1.12 0.11 1.72 -0.4944
O 0.94 1.67 1.26 -0.4368
O 1.27 -0.67 1.72 -0.4265
C -0.40 3.63 0.52 -0.5543
C 1.90 -2.70 2.77 -1.4062
C 3.03 -2.05 -1.11 -0.9673
C 0.58 3.09 1.52 -0.2208
C 3.50 0.65 -0.45 -1.1807
C -2.72 -0.11 -3.19 -1.0801
C -1.70 0.97 2.75 -0.0672
C -2.65 -2.00 -0.97 -1.1486
C -3.17 0.72 -0.51 -0.8372
C 0.84 -2.06 1.92 -0.1451
C -2.74 0.18 3.51 -1.2733
C 3.09 -0.07 -3.21 -1.0507
H -3.21 -0.61 2.91 0.2588
H -0.15 -2.06 2.41 0.3191
H -3.04 0.47 0.55 -0.0776
H -0.89 1.33 3.42 0.4419
H 4.17 -0.29 -3.22 0.4572
H 1.53 3.63 1.50 0.4378
H -0.68 4.66 0.76 0.4728
H 0.19 3.13 2.55 0.2618
H -1.31 3.02 0.48 0.0250
H 2.88 -2.67 2.29 0.3179
H -2.14 -2.75 -1.58 0.4190
H 2.91 0.97 -3.49 0.3433
H -2.17 1.84 2.26 0.2088
H 1.63 -3.75 2.92 0.4121
H 1.97 -2.21 3.75 0.3718
H -2.92 1.77 -0.68 0.3482
H -2.27 -0.27 4.39 0.3762
H -2.17 -0.77 -3.87 0.2838
H 2.50 -2.76 -1.75 0.4652
H -3.73 -2.08 -1.06 0.4528
H -4.22 0.55 -0.81 0.5623
H 4.11 -2.13 -1.27 0.4716
H 4.55 0.50 -0.73 0.5289
H 2.80 -2.25 -0.05 0.0682
H -3.80 -0.35 -3.21 0.4498
H 3.24 1.71 -0.56 0.3369
H -3.52 0.86 3.85 0.3960
H 0.73 -2.56 0.95 0.2900
H 2.55 -0.72 -3.91 0.2666
H -2.56 0.92 -3.51 0.3361
H -2.36 -2.13 0.08 0.2745
H 0.05 3.64 -0.48 -0.0886
H 3.34 0.34 0.59 0.3352

---

Entry 3:
7
Properties=species:S:1:pos:R:3:mulliken_charge:R:1 method="wB97M-V/def2-TZVPD" s_squared=20.01 spin_multiplicity=9 gap_ev="5.05 / 8.60" total_charge=+1
Eu -2.27 -1.03 1.20 0.8328
O -0.46 0.27 0.99 -0.8328
O 0.33 1.55 -1.94 -0.2911
C 0.35 0.59 -1.27 0.8815
C 0.22 -0.35 -0.34 -0.9141
Li 1.06 0.24 1.97 0.8466
H 0.77 -1.27 -0.60 0.4771

---

Entry 4:
55
Properties=species:S:1:pos:R:3:mulliken_charge:R:1 method="wB97M-V/def2-TZVPD" de_lowest_kcal_mol=0.8 gap_ev=8.99
O 1.82 -1.18 -2.25 -0.3914
O 1.20 2.27 2.39 -0.6746
O 0.49 -1.99 3.67 -0.6561
O -0.60 2.34 -2.16 -0.6588
N 0.70 0.17 3.05 0.0159
N -0.52 1.96 0.07 0.6782
N -1.76 -0.52 -0.08 -0.3303
N -0.59 -1.29 1.79 0.2255
C 0.84 0.63 -1.40 1.5927
C -1.52 3.00 0.30 -1.4100
C -0.63 -4.72 0.12 -0.5879
C -2.14 5.37 -0.20 -1.6778
C -0.17 4.91 1.27 -1.4329
C -0.30 0.97 1.07 -1.3777
C -1.02 -2.65 1.53 -1.9970
C -0.12 -3.33 0.50 0.8402
C 2.55 -0.79 -1.17 0.3559
C 0.80 -0.30 -2.40 -0.1945
C -0.98 4.42 0.08 1.0596
C 3.74 -1.60 -0.81 -1.4663
C -0.13 1.73 -1.22 0.1573
C -0.15 -0.49 -3.52 -1.5594
C 1.99 0.31 -0.61 -0.7951
C -0.87 -0.27 0.91 1.4960
C 0.30 -5.39 -0.88 -1.2644
C 0.23 -1.10 2.90 0.4451
C 0.58 1.25 2.17 0.1418
H 2.36 0.85 0.24 0.7110
H -1.87 -1.46 -0.43 0.2503
H -2.07 -2.66 1.23 0.3354
H -0.70 -5.33 1.02 0.3296
H 0.40 -4.79 -1.78 0.2948
H 3.48 -2.64 -0.68 0.2904
H 4.50 -1.53 -1.59 0.3564
H 1.29 -5.53 -0.46 0.3254
H 0.40 -0.64 -4.45 0.4161
H 0.60 4.19 1.54 0.3097
H -1.88 2.89 1.33 0.5617
H -1.78 6.38 -0.34 0.4301
H 4.16 -1.22 0.12 0.3540
H 1.31 0.32 3.85 0.2963
H -0.77 0.40 -3.61 0.3178
H -2.85 5.36 0.63 0.3452
H -1.63 -4.63 -0.31 0.3392
H -0.09 -6.37 -1.16 0.3988
H 0.89 -3.42 0.93 0.3403
H -2.67 5.07 -1.11 0.4060
H -0.82 5.04 2.14 0.3022
H -0.33 4.39 -0.81 0.1740
H -0.03 -2.71 -0.40 -0.3490
H -2.35 2.83 -0.39 0.3459
H -0.94 -3.18 2.49 0.5622
H 0.30 5.86 1.05 0.4116
H -0.78 -1.37 -3.37 0.2975
H -1.87 0.20 -0.77 0.3131

---

Entry 5:
17
Properties=species:S:1:pos:R:3:mulliken_charge:R:1 method="wB97M-V/def2-TZVPD" gap_ev=7.40 total_charge=+1
I -0.23 2.42 -1.66 0.1235
Cl -1.26 -2.22 -2.54 -0.3018
S 1.64 1.62 1.79 1.0376
O -2.65 -0.76 -0.68 -0.4037
O 2.75 1.95 0.75 -0.4921
O 1.78 2.24 3.20 -0.4918
O 0.20 2.32 1.21 -0.2804
O 1.27 -0.06 1.65 -0.3485
C -0.23 -1.46 0.19 -0.7148
C 0.70 -0.10 0.29 0.3460
C -0.24 1.25 0.24 -0.5072
C -1.47 -1.36 -0.88 0.5215
Li -2.21 -2.58 -4.90 0.9737
H -1.30 0.99 0.71 0.4753
H 0.48 -2.38 -0.05 0.4103
H -0.71 -1.60 1.27 0.3449
H 1.48 -0.27 -0.59 0.3074

---

Entry 6:
16
Properties=species:S:1:pos:R:3:mulliken_charge:R:1 method="wB97M-V/def2-TZVPD" de_lowest_kcal_mol=20.4 gap_ev=12.52
C 2.05 -2.21 0.33 -0.7124
C -1.01 2.35 -0.73 -0.7816
C 1.25 -1.43 1.42 -0.9249
C -2.10 1.32 -1.18 -0.8218
H -2.98 1.96 -1.29 0.2513
H -1.45 3.34 -0.62 0.3254
H 1.63 -3.22 0.21 0.2564
H 1.42 -1.88 2.45 0.2920
H 3.07 -2.09 0.65 0.2652
H -0.19 2.24 -1.43 0.2201
H 0.20 -1.65 1.45 0.3102
H 1.74 -1.76 -0.62 0.2328
H -0.67 2.15 0.27 0.2340
H 1.42 -0.37 1.45 0.2799
H -1.94 0.61 -1.98 0.3248
H -2.44 0.65 -0.38 0.2485

---

Asked for E across the records above, the calculation gives -4985.4501; -2876.2508; -944.8241; -1260.8744; -1694.2106; -159.5525 Ha in order.